Run P
{"formula": "C6H15N2", "method": "ωB97M-V with the def2-TZVPD basis set", "lumo_ev": -3.54, "total_charge": 1, "smiles": "C/C(N)=C/CCC[NH3+]", "homo_energy_ha": -0.3970, "species": ["C", "C", "C", "N", "C", "C", "C", "N", "H", "H", "H", "H", "H", "H", "H", "H", "H", "H", "H", "H", "H", "H", "H"], "xyz": [[-0.855, -2.222, 0.279], [-0.326, -1.706, -1.073], [0.499, -0.496, -0.900], [1.486, 2.327, -0.263], [0.196, 1.967, -0.216], [-0.148, 0.656, -0.253], [-0.701, 3.011, 0.363], [0.317, -2.466, 1.232], [-1.549, -3.044, 0.145], [-1.405, -1.317, 0.704], [0.194, -2.389, -1.516], [-1.294, -1.582, -1.820], [0.974, -0.147, -1.865], [1.459, -0.687, -0.407], [1.655, 3.296, 0.091], [2.259, 1.960, -0.726], [-1.236, 0.643, 0.011], [-1.813, 2.817, 0.193], [-0.746, 3.055, 1.487], [-0.545, 4.135, 0.043], [0.683, -1.694, 1.623], [1.013, -3.137, 0.831], [-0.118, -2.982, 2.038]], "nbo_charge": [-0.2450, -0.3848, -0.4664, -0.8041, 0.2360, -0.3969, -0.6804, -0.6676, 0.2483, 0.2475, 0.2041, 0.2456, 0.2428, 0.1851, 0.3930, 0.3986, 0.1917, 0.2417, 0.2409, 0.2411, 0.4359, 0.4472, 0.4455]}

Run Q
{"formula": "C6H15N2", "method": "ωB97M-V with the def2-TZVPD basis set", "lumo_ev": -2.77, "total_charge": 1, "homo_energy_ha": -0.5011, "species": ["C", "C", "C", "C", "C", "C", "N", "N", "H", "H", "H", "H", "H", "H", "H", "H", "H", "H", "H", "H", "H", "H", "H"], "xyz": [[-0.520, -2.081, -0.023], [-0.498, -0.776, 0.006], [-2.160, 0.584, 1.054], [-1.311, 0.825, -1.468], [2.305, -0.645, -0.583], [1.310, 1.179, 0.797], [-1.279, 0.215, -0.097], [1.322, -0.291, 0.503], [0.318, -2.643, 0.142], [-1.401, -2.648, -0.239], [-2.175, -0.075, 1.933], [-2.001, 1.580, 1.463], [-3.200, 0.586, 0.618], [-1.042, -0.008, -2.027], [-2.308, 1.195, -1.747], [-0.545, 1.511, -1.610], [3.265, -0.178, -0.412], [2.464, -1.684, -0.667], [1.931, -0.383, -1.550], [2.307, 1.579, 1.008], [0.994, 1.770, -0.077], [0.665, 1.360, 1.620], [1.559, -0.973, 1.356]], "nbo_charge": [-0.4105, 0.4521, -0.4226, -0.3832, -0.4206, -0.4226, -0.4400, -0.5130, 0.2176, 0.2515, 0.2406, 0.2201, 0.2259, 0.2129, 0.2374, 0.2034, 0.2204, 0.2218, 0.2133, 0.2299, 0.2170, 0.2213, 0.4273]}

Preferred: run P; penalty for the next structure: 11.5 kcal/mol.

Run P
{"formula": "C6H15N2", "method": "ωB97M-V with the def2-TZVPD basis set", "lumo_ev": -3.87, "total_charge": 1, "homo_energy_ha": -0.4992, "species": ["C", "C", "C", "C", "C", "C", "N", "N", "H", "H", "H", "H", "H", "H", "H", "H", "H", "H", "H", "H", "H", "H", "H"], "xyz": [[0.973, -0.495, -0.093], [0.288, 0.339, 0.936], [0.053, -1.008, -1.227], [2.146, -1.309, 0.473], [-0.505, 0.298, 2.018], [1.635, 2.238, -0.175], [1.100, 1.003, 0.148], [-2.841, -0.313, -1.832], [-0.318, -0.295, -1.885], [-0.829, -1.340, -0.791], [0.389, -1.870, -1.818], [1.841, -2.308, 0.384], [2.444, -1.021, 1.472], [2.995, -1.337, -0.214], [-1.495, 0.672, 1.724], [-0.274, 0.990, 2.871], [-0.634, -0.676, 2.327], [2.699, 2.368, 0.173], [1.622, 2.135, -1.326], [1.056, 3.129, 0.138], [-2.685, 0.257, -2.680], [-3.303, 0.287, -1.243], [-3.644, -1.009, -2.068]], "nbo_charge": [0.1777, 0.4636, -0.6603, -0.6498, -0.7427, -0.4452, -0.2431, -1.0877, 0.2478, 0.2530, 0.2462, 0.2448, 0.2288, 0.2492, 0.3112, 0.2928, 0.2732, 0.2530, 0.2446, 0.2503, 0.3655, 0.3494, 0.3778]}

Run Q
{"formula": "C6H15N2", "method": "ωB97M-V with the def2-TZVPD basis set", "lumo_ev": -3.95, "total_charge": 1, "homo_energy_ha": -0.5260, "species": ["C", "C", "C", "C", "C", "C", "N", "N", "H", "H", "H", "H", "H", "H", "H", "H", "H", "H", "H", "H", "H", "H", "H"], "xyz": [[-1.352, -1.001, -1.133], [-0.539, -0.638, -0.234], [-0.934, -2.005, 1.800], [-0.291, 1.780, -1.483], [1.951, 0.962, -1.125], [-0.034, -0.985, 1.091], [0.596, 1.046, -0.649], [0.211, 0.305, 1.873], [-1.543, -0.377, -1.978], [-2.094, -1.738, -0.939], [-0.543, -2.272, 2.843], [-1.017, -2.931, 1.184], [-1.919, -1.642, 1.844], [-0.665, 1.020, -2.127], [-1.269, 2.050, -1.004], [0.103, 2.593, -2.142], [2.640, 0.387, -0.379], [2.165, 0.511, -2.118], [2.286, 1.935, -1.098], [1.007, -1.529, 1.044], [0.696, 0.193, 2.686], [-0.642, 0.564, 2.245], [0.597, 1.278, 0.340]], "nbo_charge": [-0.4616, 0.3508, -0.6130, -0.4381, -0.4316, -0.1853, -0.4446, -0.8271, 0.2530, 0.2824, 0.2509, 0.2345, 0.2157, 0.1931, 0.2368, 0.2435, 0.2288, 0.2382, 0.2213, 0.2461, 0.3832, 0.3643, 0.4587]}

Preferred: run P; penalty for the next structure: 6.9 kcal/mol.

Run P
{"formula": "C2H5NS2", "method": "ωB97M-V with the def2-TZVPD basis set", "lumo_ev": 0.38, "smiles": "NC(=S)CS", "homo_energy_ha": -0.3165, "species": ["C", "C", "H", "H", "H", "H", "H", "N", "S", "S"], "xyz": [[-0.684, -0.002, -0.098], [0.679, 0.627, 0.035], [-1.671, -1.658, 0.351], [-0.118, -1.461, 1.117], [0.964, 0.895, -0.981], [0.607, 1.622, 0.447], [1.852, 0.073, 2.003], [-0.967, -1.038, 0.765], [-1.791, 0.520, -1.235], [2.114, -0.268, 0.741]], "nbo_charge": [0.1232, -0.6267, 0.4098, 0.3918, 0.2670, 0.2623, 0.1264, -0.7818, -0.1477, -0.0243]}

Run Q
{"formula": "C2H5NS2", "method": "ωB97M-V with the def2-TZVPD basis set", "lumo_ev": -0.67, "homo_energy_ha": -0.2924, "species": ["C", "C", "N", "S", "S", "H", "H", "H", "H", "H"], "xyz": [[-0.418, 0.963, 0.026], [0.566, -1.482, 0.035], [-0.580, 2.263, 0.033], [-2.496, -0.495, 0.311], [1.068, 0.271, -0.101], [1.145, -1.900, 0.885], [0.815, -2.050, -0.876], [-0.645, -1.528, 0.141], [-1.392, 2.851, -0.004], [0.352, 2.640, 0.296]], "nbo_charge": [0.0620, -0.7780, -0.7694, -0.4432, 0.3490, 0.2258, 0.2278, 0.3044, 0.4396, 0.3820]}

Preferred: run P; penalty for the next structure: 87.8 kcal/mol.

Run P
{"formula": "C2H5NS2", "method": "ωB97M-V with the def2-TZVPD basis set", "lumo_ev": -0.51, "homo_energy_ha": -0.3231, "species": ["C", "C", "H", "H", "H", "H", "H", "N", "S", "S"], "xyz": [[-0.004, -0.825, -0.069], [0.592, 0.493, -0.135], [-1.997, -1.689, 0.004], [-1.447, 0.306, 0.924], [0.626, -1.431, -1.008], [0.505, -1.371, 0.645], [1.202, 2.532, -0.279], [-1.441, -0.513, -0.067], [-0.258, 2.174, -0.040], [2.222, 0.324, 0.026]], "nbo_charge": [-0.3650, -0.2006, 0.3789, 0.3771, 0.2375, 0.2235, 0.2093, -0.8388, 0.0038, -0.0255]}

Run Q
{"formula": "C2H5NS2", "method": "ωB97M-V with the def2-TZVPD basis set", "lumo_ev": 0.69, "smiles": "NC(=S)CS", "homo_energy_ha": -0.3111, "species": ["C", "C", "H", "H", "H", "H", "H", "N", "S", "S"], "xyz": [[-0.910, -0.142, -0.051], [0.238, 0.903, -0.229], [-1.124, -2.053, 0.218], [0.375, -1.677, -0.407], [0.262, 1.330, -1.232], [-0.013, 1.730, 0.407], [2.127, 0.680, 1.122], [-0.397, -1.319, 0.070], [-2.443, 0.268, 0.140], [1.886, 0.279, -0.039]], "nbo_charge": [0.0862, -0.6204, 0.3955, 0.4056, 0.2481, 0.2596, 0.1137, -0.7566, -0.1220, -0.0098]}

Preferred: run Q; penalty for the next structure: 103.9 kcal/mol.

Run P
{"formula": "C3H10NO", "method": "ωB97M-V with the def2-TZVPD basis set", "lumo_ev": -3.65, "total_charge": 1, "smiles": "C[C@H](O)C[NH3+]", "homo_energy_ha": -0.5733, "species": ["C", "C", "C", "N", "O", "H", "H", "H", "H", "H", "H", "H", "H", "H", "H"], "xyz": [[1.503, 0.735, -0.369], [-0.820, 0.170, 0.803], [0.643, -0.248, 0.551], [-1.573, -0.077, -0.478], [0.346, -1.529, -0.069], [0.998, 0.604, -1.374], [2.480, 0.213, -0.377], [1.477, 1.851, -0.080], [-1.057, 1.268, 0.887], [-1.035, -0.168, 1.783], [1.023, -0.451, 1.554], [-1.698, 0.806, -1.016], [-2.547, -0.513, -0.397], [-0.946, -0.784, -1.063], [1.206, -1.877, -0.354]], "nbo_charge": [-0.6483, -0.2571, 0.0782, -0.7231, -0.7414, 0.2007, 0.2424, 0.2591, 0.2205, 0.2644, 0.2094, 0.4444, 0.4603, 0.4849, 0.5056]}

Run Q
{"formula": "C3H10NO", "method": "ωB97M-V with the def2-TZVPD basis set", "lumo_ev": -3.39, "total_charge": 1, "homo_energy_ha": -0.5072, "species": ["C", "N", "H", "H", "H", "H", "H", "H", "C", "C", "O", "H", "H", "H", "H"], "xyz": [[0.274, 1.401, 2.009], [0.167, 0.256, 1.030], [-0.143, 2.288, 1.551], [1.331, 1.476, 2.268], [-0.129, 1.101, 2.977], [-0.635, 0.433, 0.423], [0.982, 0.122, 0.428], [-0.024, -0.668, 1.417], [0.376, -0.278, -2.156], [-0.148, -1.352, -1.561], [-1.270, -1.176, -0.762], [-0.020, 0.725, -2.014], [1.341, -0.352, -2.652], [-0.012, -2.363, -1.939], [-2.090, -1.613, -1.020]], "nbo_charge": [-0.4269, -0.6832, 0.2440, 0.2374, 0.2469, 0.4620, 0.4499, 0.4491, -0.4563, 0.0880, -0.7771, 0.2050, 0.2338, 0.2092, 0.5182]}

Run R
{"formula": "C3H10NO", "method": "ωB97M-V with the def2-TZVPD basis set", "lumo_ev": -5.09, "total_charge": 1, "homo_energy_ha": -0.5865, "species": ["C", "C", "C", "N", "H", "H", "H", "H", "H", "H", "H", "H", "H", "H", "O"], "xyz": [[0.094, -0.816, -2.034], [-0.677, -0.624, -0.771], [0.157, 1.762, -0.439], [-0.239, 0.615, -0.045], [1.145, -1.042, -1.816], [0.056, 0.097, -2.625], [-0.210, -1.691, -2.602], [-0.523, -1.375, 0.008], [-1.767, -0.609, -0.844], [0.562, 1.876, -1.441], [0.193, 2.539, 0.316], [-0.067, 0.428, 0.951], [1.370, -0.816, 2.900], [0.009, -0.810, 3.548], [0.455, -0.619, 2.729]], "nbo_charge": [-0.6427, -0.2321, 0.1252, -0.3981, 0.2327, 0.2147, 0.2656, 0.2377, 0.2495, 0.2289, 0.2338, 0.4707, 0.4909, 0.4981, -0.9750]}

Preferred: run R; penalty for the next structure: 7.7 kcal/mol.

Run P
{"formula": "C3H10NO", "method": "ωB97M-V with the def2-TZVPD basis set", "lumo_ev": -4.62, "total_charge": 1, "homo_energy_ha": -0.5644, "species": ["C", "O", "H", "H", "H", "H", "C", "C", "N", "H", "H", "H", "H", "H", "H"], "xyz": [[-1.737, 1.771, -0.346], [-1.689, 0.352, -0.030], [-1.741, 1.930, -1.420], [-2.606, 2.201, 0.143], [-0.825, 2.232, 0.015], [-2.398, -0.036, -0.558], [1.672, -1.380, -0.694], [1.003, -0.520, 1.444], [0.787, -0.604, 0.205], [2.281, -2.079, -0.126], [2.332, -0.661, -1.181], [1.037, -1.909, -1.398], [1.754, -1.037, 2.012], [0.290, 0.019, 2.062], [-0.159, -0.279, -0.128]], "nbo_charge": [-0.2620, -0.7576, 0.1927, 0.2060, 0.1867, 0.5009, -0.4325, 0.1195, -0.3952, 0.2342, 0.2457, 0.2416, 0.2230, 0.2234, 0.4737]}

Run Q
{"formula": "C3H10NO", "method": "ωB97M-V with the def2-TZVPD basis set", "lumo_ev": -3.59, "total_charge": 1, "homo_energy_ha": -0.5310, "species": ["C", "C", "C", "N", "H", "H", "H", "H", "H", "H", "H", "H", "H", "H", "O"], "xyz": [[1.840, 0.550, -1.903], [0.541, 0.677, -1.177], [0.004, -0.241, -0.376], [-1.307, -0.033, 0.297], [2.406, -0.260, -1.409], [2.491, 1.427, -1.758], [1.573, 0.258, -2.905], [-0.154, 1.380, -1.614], [0.200, -1.300, -0.470], [-1.990, 0.670, -0.002], [-1.183, 0.098, 1.328], [-1.869, -0.889, 0.262], [-0.941, -1.514, 2.886], [-1.023, -0.173, 3.777], [-0.590, -0.649, 3.064]], "nbo_charge": [-0.6572, -0.0806, -0.1098, -0.7119, 0.2280, 0.2615, 0.2501, 0.2122, 0.2334, 0.4407, 0.4740, 0.4291, 0.4883, 0.5069, -0.9646]}

Preferred: run P; penalty for the next structure: 6.3 kcal/mol.